{"formula": "C36H110N8O15", "method": "ωB97M-V/def2-TZVPD", "symbols": ["O", "O", "O", "O", "O", "O", "O", "O", "O", "O", "O", "O", "O", "O", "O", "N", "N", "N", "N", "N", "N", "N", "N", "C", "C", "C", "C", "C", "C", "C", "C", "C", "C", "C", "C", "C", "C", "C", "C", "C", "C", "C", "C", "C", "C", "C", "C", "C", "C", "C", "C", "C", "C", "C", "C", "C", "C", "C", "C", "H", "H", "H", "H", "H", "H", "H", "H", "H", "H", "H", "H", "H", "H", "H", "H", "H", "H", "H", "H", "H", "H", "H", "H", "H", "H", "H", "H", "H", "H", "H", "H", "H", "H", "H", "H", "H", "H", "H", "H", "H", "H", "H", "H", "H", "H", "H", "H", "H", "H", "H", "H", "H", "H", "H", "H", "H", "H", "H", "H", "H", "H", "H", "H", "H", "H", "H", "H", "H", "H", "H", "H", "H", "H", "H", "H", "H", "H", "H", "H", "H", "H", "H", "H", "H", "H", "H", "H", "H", "H", "H", "H", "H", "H", "H", "H", "H", "H", "H", "H", "H", "H", "H", "H", "H", "H", "H", "H", "H", "H"], "coordinates": [[4.0160, -3.7655, -0.0565], [5.4077, 0.5140, 2.2867], [-0.4451, 3.9008, -2.8078], [-0.5336, -0.6818, 0.2095], [3.6429, 2.1291, -1.1451], [-2.1126, 4.8703, -0.4616], [-0.7778, -3.7926, 3.7305], [-3.1382, -3.6944, -2.1413], [-3.0785, 1.8281, -1.8231], [-6.7613, 0.9727, 3.1973], [-0.8543, 8.1726, 0.1387], [2.2656, -0.1654, -2.0429], [0.5187, 3.8475, 3.4293], [1.4616, -4.4660, -2.4296], [-0.2299, 0.2387, -4.9644], [-0.0445, 1.3355, -1.6363], [-2.2673, -0.8866, -2.9104], [1.9731, 1.2614, 3.6296], [0.1482, 5.7949, 1.1957], [5.5405, -5.0953, -3.1208], [1.8685, -1.4863, -4.4387], [-4.1559, 1.5493, 4.7347], [1.1244, -3.0146, 6.7709], [1.0520, 6.6389, 0.3864], [-4.3003, 1.1918, 3.3112], [-3.7316, -0.9100, -4.8770], [0.5265, 1.3247, -5.5235], [-0.6372, -1.8823, 0.9532], [-0.4659, 2.1926, 0.6042], [0.2028, 7.5306, -0.5378], [4.3553, -3.7277, -1.4303], [3.0830, -2.7537, 0.2572], [0.6760, -4.8636, -1.3218], [-5.5204, 0.3432, 2.9700], [3.3165, 1.4400, 3.0707], [2.0115, 5.6993, -0.3046], [-1.3281, -5.0523, 3.3208], [-1.6257, 0.4191, -4.9042], [-0.0190, -1.4894, 5.2377], [5.3170, -4.8913, -1.6760], [6.6491, -4.7905, -0.9424], [1.8141, -2.9722, -4.3042], [-5.5048, 1.9122, -1.9490], [3.2692, -3.4604, -4.2922], [4.0610, 2.5120, 3.9332], [4.1456, 0.1961, 2.8095], [0.7122, 0.0075, 0.2700], [-4.3226, -3.2421, -1.4815], [-4.2637, 1.5589, -1.1015], [-0.5253, 9.2008, 1.0348], [-2.9726, 0.5451, 2.8227], [0.3630, -3.9406, 4.5765], [-7.4924, 1.1506, 1.9956], [-2.2984, -0.8735, -4.3745], [0.1255, -2.9412, 5.7045], [0.9740, -3.3114, -3.1005], [5.8878, -0.3774, 1.3256], [-5.0867, -4.4211, -0.9477], [0.5037, 1.4307, -0.2785], [-2.1728, -4.7640, 2.6977], [1.5233, 2.1627, 3.5152], [3.3094, -4.5210, -4.0302], [1.5544, -0.4499, -0.2594], [3.7073, -3.3312, -5.2795], [-4.2582, 2.1663, 2.8080], [-5.4794, -0.5168, 3.6532], [0.2617, 1.3371, -6.5772], [-8.4049, 1.7140, 2.1599], [-4.4249, 0.4961, -0.8760], [3.8836, -3.0135, -3.5079], [2.8936, -2.9066, 1.3231], [1.2228, -3.5422, 4.0136], [4.6866, -4.9275, -3.6367], [-2.6881, 5.2831, -1.1201], [-6.3511, 1.9013, -1.2569], [0.6929, -4.9531, 4.8157], [0.7478, -4.2416, -0.4232], [0.6613, 0.8559, -2.1992], [2.9549, 6.2047, -0.5272], [-0.1074, 2.1969, 1.6364], [0.1858, 9.9021, 0.5734], [-2.1785, 1.2825, 2.8090], [1.9029, 1.0348, 4.6127], [4.8791, 2.9471, 3.3401], [7.2248, -5.7106, -0.8099], [-0.8911, 4.0098, -1.9628], [2.2682, 4.8928, 0.3826], [1.0101, -2.4992, -2.3661], [0.2725, 4.4928, 2.7319], [-6.8037, 1.4759, 1.2102], [-5.0777, 1.9207, 4.9877], [-1.4191, 9.7668, 1.2794], [0.2809, 2.2156, -4.9427], [-0.0022, 8.8522, 1.9327], [-1.4771, 1.7936, 0.5413], [-1.3010, -0.8299, -2.5909], [3.4604, -1.7341, 0.1347], [-0.8176, 0.6912, -1.4812], [-0.0783, -3.3848, -3.3974], [1.5783, 7.3430, 1.0364], [4.7868, -2.7714, -1.7470], [-2.7299, -0.2468, 3.5356], [-0.7994, -1.3623, 4.4900], [0.9777, 0.0072, 1.3354], [-0.4454, 3.2490, 0.3339], [3.7152, 2.7790, -1.8512], [-1.5709, -2.3010, 0.5807], [-4.2348, 0.0562, -4.7765], [0.1739, -2.5788, 0.7230], [4.8125, -5.7586, -1.2282], [-4.8735, -2.6088, -2.1855], [3.2447, 2.0455, 2.1621], [-0.8759, -3.1355, 6.1263], [3.4818, -3.9616, -2.0552], [-3.9690, -2.6352, -0.6300], [-5.4193, -5.0369, -1.7896], [-0.3389, 5.1500, 0.5806], [2.4493, -0.9325, -1.4882], [-2.4809, 2.2663, -1.2040], [-3.8112, -1.3083, -5.8866], [0.9840, -2.2994, 7.4692], [1.0165, -3.9327, 7.1896], [-1.8416, -1.7797, -4.7832], [3.4134, 3.3866, 3.9936], [4.2341, -0.3868, 3.7321], [1.4998, 1.8737, -0.1944], [6.4563, -4.5564, 0.1092], [-5.9543, -4.0962, -0.3762], [-2.1002, 5.4987, 0.2704], [3.6034, -0.4069, 2.0743], [0.0457, 3.0618, -2.6740], [6.9597, -0.2535, 1.1603], [7.2602, -4.0559, -1.4679], [5.8270, -6.0616, -3.2115], [-1.7686, -5.4824, 4.2293], [5.8660, -1.4360, 1.6238], [-5.4033, -0.1141, 1.9821], [-0.6033, 6.3814, 1.5621], [2.1028, -2.8394, -0.2256], [0.9065, -1.1811, 4.7326], [-1.9959, 0.7041, -5.8956], [1.5885, 1.1786, -5.3370], [-0.6491, -5.7822, 2.8827], [0.8787, 8.2512, -1.0191], [1.0044, -1.2056, -4.9099], [-4.4272, -5.0747, -0.3764], [1.3622, -3.3556, -5.2233], [-0.1217, -0.7508, 6.0332], [1.6247, 5.2589, -1.2258], [-5.4379, 2.9296, -2.3366], [-2.6451, 0.0245, -2.6526], [2.5950, -1.2379, -5.1065], [-0.6756, -1.7916, 2.0398], [-0.2883, 6.9889, -1.3464], [-3.1953, 0.1320, 1.8371], [-4.3623, 2.0777, -0.1452], [-1.9018, 1.2110, -4.2000], [1.2016, 4.2943, 3.9400], [-5.6873, 1.2129, -2.7612], [-4.3198, -1.5677, -4.2323], [-4.1681, 0.6661, 5.2550], [3.1441, 1.3822, -1.5367], [2.2248, -0.5345, -2.9861], [4.5027, 2.1311, 4.8523], [-7.8404, 0.1778, 1.6076], [-0.3932, -4.8823, -1.5721], [-2.7230, -2.9044, -2.5299], [1.0055, -5.8942, -1.1876], [5.3542, -0.2484, 0.3796]], "atomic_forces_ev_per_a": [[-0.3407, 0.8426, -0.6446], [0.4962, 0.5571, 0.4273], [0.5511, -0.0102, -0.2875], [0.2690, -0.0358, -0.4894], [-0.1328, -0.1372, -0.1694], [-0.4898, 0.0846, -0.2129], [0.6018, -1.5210, -0.4460], [-0.0792, -0.3018, -0.2759], [-0.1296, 0.0788, 0.6949], [-0.2481, 0.3689, -0.3441], [-0.6056, -0.0807, 0.0772], [0.8074, -0.3942, -1.5008], [-0.1613, 0.3068, -0.1028], [-0.4733, 0.3314, -0.6050], [0.7270, -0.2263, 0.3491], [0.5417, 0.2755, 0.1893], [0.1293, -0.1917, -0.2253], [-0.1484, -0.6083, -1.0831], [-0.3678, 0.3030, 0.6581], [0.2648, 0.1215, 0.7327], [-0.3220, -0.2909, -0.5884], [-1.3163, -0.6640, 0.0395], [0.2836, -0.7633, -0.7240], [-1.2840, -0.2103, 0.0083], [1.6281, 0.9479, -0.3301], [-0.6792, -0.1654, 0.7496], [-1.0590, -0.4143, 1.0125], [-0.1779, -0.0575, -0.6657], [0.7001, 0.6131, 0.2291], [0.6905, 0.0656, -0.4172], [0.4108, -1.2658, -0.1290], [-0.0566, -0.4458, 1.2329], [-0.5628, -0.7258, -0.6192], [0.7373, -0.6946, 0.7982], [0.7939, 2.2598, 1.3636], [0.8110, 0.2541, -0.1576], [-0.9951, 1.0554, 1.2938], [-0.1377, -0.4415, -0.2891], [1.3156, -0.0187, -1.0789], [0.2075, -0.7022, 0.2309], [-0.1217, 0.2772, 0.4515], [1.3936, 0.7954, -0.7838], [0.3068, 0.4561, 0.7529], [-0.5861, -0.5269, 0.3275], [0.9549, -0.0920, -1.3790], [-0.9633, -0.3164, -0.2290], [-0.1628, 0.1102, 1.6242], [1.2899, 0.4435, 0.3574], [-1.8583, -0.3252, -0.7004], [1.0795, 0.4671, -0.2425], [-1.5810, -0.2839, 0.6222], [0.7470, 2.1744, -0.8171], [0.3342, -1.4062, -0.3162], [0.0775, 0.6591, -0.6440], [-1.2366, 0.7098, 1.4207], [0.0212, 0.0815, 1.1230], [0.3883, -0.7995, -0.2918], [-0.0630, -0.4036, -0.8822], [0.0199, -1.0906, 0.9551], [0.1914, -0.4058, -0.4435], [-0.3918, -0.2165, -0.0225], [-0.6884, 0.1400, -0.5374], [-0.9983, -0.2451, 0.4638], [0.1292, 0.1182, 0.0160], [-0.8596, -0.0823, -0.2429], [0.0010, -0.0518, 0.0447], [0.3145, 0.6859, -0.2061], [0.3714, 0.5881, 0.0603], [0.7539, -0.1423, 0.0705], [-0.2490, 0.5889, -0.7548], [-0.1129, 0.3219, 0.0166], [0.0469, -0.0758, -0.0198], [0.5754, -0.5705, 0.1519], [0.0822, -0.0881, 0.0362], [-0.1906, -0.1553, -0.2244], [-0.8013, -0.1773, 0.4604], [0.4706, -0.1071, -0.1754], [-0.5257, -0.0829, 0.1841], [-0.0861, 0.0001, -0.2122], [-0.2408, -0.3444, 0.0517], [-0.1202, 0.0182, -0.1400], [0.0893, -0.0499, -0.0676], [0.5967, -0.1194, 0.0705], [0.2377, -0.4677, 0.1419], [-0.2108, -0.2421, -0.7945], [-0.0432, 0.0325, 0.1106], [-0.0609, -0.0562, -0.0160], [0.0070, 0.3403, -0.1580], [0.4005, -0.1273, 0.0870], [-0.3974, 0.8264, -0.0314], [0.3411, 0.3317, 0.1284], [-0.1277, -0.2335, 0.1235], [-0.2492, 0.4079, -0.5566], [-0.3595, -0.1715, 0.1537], [-0.0335, -0.0289, 0.1167], [-0.0193, -0.2422, -0.0940], [0.2877, -0.0398, -0.1703], [-0.0391, 0.1510, -0.5800], [-0.0800, -0.4156, 0.0974], [0.1307, -0.3650, 0.2814], [0.0979, 0.2061, 0.2793], [0.2692, -0.1885, -0.2799], [-0.1879, -0.0686, 0.2256], [0.2562, 0.4860, 0.0241], [-0.2938, -0.1634, -0.3007], [0.0201, -0.0109, 0.0538], [-0.0385, -0.3601, 0.2714], [0.1733, 0.1255, -0.3117], [0.0429, 0.0307, -0.0579], [-0.2695, 0.0171, -0.1150], [-0.3434, -0.0904, 0.3043], [-0.5289, -0.7684, -0.5361], [0.0157, -0.5346, -0.1204], [0.1100, 0.3319, 0.7971], [-0.4523, 0.2169, -0.1569], [-0.1941, 0.0733, 0.0740], [0.5089, -0.0257, -0.1429], [0.2016, 0.0131, -0.3422], [0.3057, -0.0230, -0.3406], [0.0484, 0.3111, -0.1173], [-0.1319, -0.0398, 0.0486], [0.2820, 0.2317, 0.3767], [0.4796, 0.1642, 0.1649], [-0.2864, -0.2238, 0.8090], [0.0949, -0.1317, 0.0893], [-0.2191, 0.3496, -0.5518], [0.0041, 0.6648, -0.1728], [0.0486, -0.1090, 0.1389], [-0.1674, 0.0399, -0.1160], [-0.1586, -0.1699, 0.0963], [-0.6599, 0.2508, 0.1841], [-0.0986, 0.7255, 0.0076], [0.1800, 0.1224, 0.3815], [-0.0187, 0.0426, -0.4755], [0.0416, -0.4302, -0.1474], [-0.6101, 0.0502, 0.1947], [-0.3391, 0.3867, -0.2612], [0.2190, 0.0658, 0.0637], [0.3086, -0.1675, -0.4198], [-0.0015, -0.0937, -0.0760], [-0.0992, -0.1075, -0.1124], [0.0188, -0.5028, -0.2584], [0.2256, 0.3266, -0.3049], [-0.1244, 0.2349, 0.0538], [0.0999, 0.3598, 0.5070], [-0.0515, 0.2289, 0.3113], [-0.1405, -0.3378, 0.1742], [-0.3978, -0.3466, 0.2844], [-0.1982, 0.0665, 0.0519], [0.0808, -0.0456, -0.1227], [-0.1673, -0.1571, 0.4702], [0.0957, -0.2298, 0.0481], [0.0175, 0.4928, 0.0327], [0.1404, -0.3711, 0.1033], [0.6153, -0.1009, -0.0927], [0.5168, 0.2702, -0.0607], [0.1262, 0.2417, -0.0561], [-0.0798, 0.0966, 0.0093], [0.0963, -0.0296, -0.0441], [0.1072, -0.2045, -0.0466], [0.3861, 0.1144, -0.0121], [0.2958, 0.1653, 0.0936], [-0.0616, -0.0300, 0.6585], [-0.4088, 0.1968, 0.3203], [0.0089, -0.0812, 0.2503], [0.0587, -0.0050, -0.1540], [-0.1243, 0.1200, 0.2664], [-0.1458, 0.1167, 0.7071], [0.0191, -0.0643, -0.0897]], "mulliken_charge": [-0.3957, -0.4034, -0.8175, 0.6142, -0.6099, -0.5215, -0.0780, -0.5948, -0.4808, -0.4087, -0.3459, -0.6008, -0.6972, -0.4971, -0.2790, 1.5021, 0.8118, -0.0770, -0.3518, -0.6825, -0.6166, -0.7599, -0.7288, 0.3625, 0.4785, -1.6294, -0.8872, 0.3832, 1.4183, -0.6464, 0.4989, 0.5516, -0.6164, -0.8794, 0.8450, -1.4046, -1.0125, -0.5401, -0.9269, 0.3536, -1.5069, 0.7095, -1.4960, -2.4000, -1.5468, 0.1215, -0.0532, 0.7667, 0.6263, -0.7623, -0.2697, -0.6805, -0.3917, 0.6119, 0.8367, 0.1393, -0.6769, -1.4598, 0.6458, 0.2204, -0.0512, 0.5267, -1.2191, 0.4175, 0.1341, 0.2845, 0.2978, 0.3010, -0.0419, 0.6980, 0.1955, 0.0013, 0.1198, 0.2477, 0.3481, 0.5691, 0.0549, 0.3172, 0.4870, 0.2773, 0.3291, -0.0508, 0.3364, 0.4104, 0.4054, 0.2231, 0.2144, -0.5125, 0.4210, -0.0205, 0.3012, 0.2610, 0.2431, 0.3078, -0.6924, -0.3250, -0.2293, -1.2452, 0.5750, 0.4242, 0.4948, 0.1940, -0.2786, 0.8458, -1.4460, 0.2749, 0.1194, 0.2955, -0.7599, 0.2022, 0.0366, -0.3351, 0.1470, -0.7410, -0.1516, 0.3295, -0.3997, -0.3908, -0.2104, 0.4660, 0.2398, 0.2661, 0.3367, 0.2895, 0.3300, 0.5615, 0.2846, 0.3845, 0.2359, -0.3147, 0.3335, 0.3899, 0.3535, 0.2812, 0.3938, 0.3179, 0.4702, 0.3797, -0.4273, 0.1370, 0.4909, 0.2603, 0.3476, 0.4737, 0.1814, 0.3197, 0.5479, 0.5300, 0.2206, 0.3153, -0.3650, 0.2708, -0.0379, 0.1946, -0.0432, 0.4006, 0.1179, 0.2616, 0.2730, 0.2166, 0.3258, 0.3872, 0.4718, 0.3650, 0.2932, 0.3782, 0.2659, 0.3210, 0.1736], "e_tot_ha": -3004.01913, "lumo_ev": 0.39, "charge": 0, "e_above_lowest_kcal_mol": 0.0, "multiplicity": 1}